No. 1
A molecular structure, C30H34Cl5N3O2Si2Ti. Source: the OMol25 dataset; level of theory: the ωB97M-V functional and the def2-TZVPD basis.

Geometry as XYZ:
```
77
Properties=species:S:1:pos:R:3:forces:R:3
Ti -0.010 0.489 0.044 0.0 -0.2 -1.3
O 1.344 3.418 -5.588 0.0 -0.1 0.0
C 1.928 3.907 -4.397 0.0 0.1 0.0
C 1.809 2.881 -3.310 0.0 0.1 0.1
C 2.538 3.095 -2.096 -0.1 -0.2 0.1
C 2.337 2.259 -1.046 0.1 0.1 -0.1
N 1.514 1.175 -1.104 -0.5 -0.2 0.4
C 0.931 0.865 -2.324 0.0 0.3 0.0
C 1.009 1.793 -3.410 0.1 0.0 0.0
C 0.328 -0.416 -2.438 0.4 -0.6 0.2
C 0.149 -1.117 -3.663 -0.3 0.3 -0.1
C -0.109 -2.455 -3.664 0.0 0.0 0.2
C -0.251 -3.227 -4.951 -0.1 -0.1 0.0
O 0.636 -2.794 -5.965 0.0 0.1 -0.1
C -0.186 -3.127 -2.411 0.0 0.2 0.1
C -0.070 -2.407 -1.261 -0.1 -0.3 -0.1
N 0.120 -1.068 -1.246 0.1 0.2 0.1
H 1.387 4.105 -6.257 0.0 0.0 0.0
H 1.423 4.828 -4.067 0.1 -0.1 0.0
H 2.990 4.148 -4.545 -0.1 0.0 0.0
H 3.214 3.932 -1.993 0.0 0.0 0.0
H 2.810 2.423 -0.085 0.0 0.1 0.0
H 0.439 1.615 -4.309 0.0 0.0 0.0
H 0.301 -0.597 -4.599 0.0 0.0 0.0
H -1.253 -3.083 -5.362 0.0 0.0 0.0
H -0.131 -4.299 -4.751 0.0 0.1 0.0
H 1.526 -2.794 -5.601 0.1 0.0 0.0
H -0.346 -4.194 -2.366 0.0 -0.1 0.0
H -0.151 -2.865 -0.286 0.0 0.0 -0.1
C -1.528 -3.348 1.852 0.1 0.1 0.2
Si -1.337 -1.672 2.696 0.0 0.0 -0.1
C -2.937 -0.659 2.646 0.2 0.0 0.0
C -1.209 -2.159 4.526 0.0 0.0 -0.1
C 0.091 -0.653 1.978 0.2 0.0 0.2
C 0.161 0.673 2.649 0.1 0.1 0.4
C 0.214 0.944 4.025 0.0 0.0 0.0
C 0.428 2.235 4.461 0.0 0.0 0.0
C 0.596 3.267 3.540 0.0 -0.1 -0.1
C 0.501 2.953 2.202 -0.1 0.0 0.1
N 0.262 1.702 1.785 0.1 0.2 0.1
Si 1.850 -1.365 2.125 -0.2 -0.1 0.0
C 2.379 -2.585 0.792 0.0 0.2 0.1
C 2.169 -2.279 3.747 0.0 0.1 -0.1
C 3.079 0.065 2.041 0.0 -0.2 -0.1
H -2.259 -3.925 2.419 -0.1 0.0 0.0
H -0.593 -3.912 1.880 0.1 0.0 0.0
H -1.875 -3.307 0.826 0.0 0.1 -0.1
H -3.722 -1.169 2.092 -0.1 -0.1 0.0
H -2.802 0.320 2.182 0.0 0.0 0.0
H -3.302 -0.491 3.659 0.0 0.0 0.1
H -2.095 -2.773 4.711 0.0 -0.1 0.0
H -1.280 -1.326 5.225 0.0 0.1 0.0
H -0.343 -2.761 4.791 0.1 0.0 0.0
H 0.134 0.128 4.729 0.0 0.0 0.0
H 0.483 2.438 5.523 0.0 0.0 0.0
H 0.791 4.284 3.848 0.0 0.0 0.0
H 0.594 3.702 1.427 0.0 0.0 0.1
H 1.792 -3.500 0.760 -0.1 -0.1 0.0
H 3.404 -2.869 1.043 0.1 0.0 0.0
H 2.389 -2.150 -0.207 0.0 0.0 0.0
H 1.615 -3.215 3.800 -0.1 -0.1 0.0
H 1.926 -1.692 4.631 0.0 0.1 0.1
H 3.231 -2.528 3.799 0.1 0.0 0.0
H 3.012 0.602 1.094 0.0 0.0 0.0
H 4.088 -0.348 2.100 0.0 0.0 0.0
H 2.967 0.787 2.848 -0.1 0.1 0.1
Cl -0.795 3.543 -0.819 0.0 -0.1 0.0
C -2.202 2.496 -0.836 0.1 0.2 -0.1
C -2.019 1.140 -0.606 0.1 0.0 0.0
C -3.163 0.369 -0.776 0.0 -0.2 0.1
Cl -3.063 -1.361 -0.637 0.1 0.0 0.0
C -4.417 0.899 -1.056 -0.1 0.2 0.0
Cl -5.804 -0.111 -1.187 0.0 0.0 0.0
C -4.552 2.277 -1.223 0.1 0.0 0.0
Cl -6.090 2.970 -1.550 0.0 0.0 0.0
C -3.424 3.090 -1.132 -0.2 -0.1 0.0
Cl -3.567 4.787 -1.375 0.0 0.0 0.0
```
Forces are in eV/Å.

The HOMO energy (alpha / beta) is -5.92 / -5.96 eV. The calculation puts the largest force on an atom at 1.27 eV/Å. Its molar mass is 749.9 Da.

Here are the Löwdin charges for atoms 1 to 2, given in e: 0.939, -0.052

=====

No. 2
A molecular structure, C30H34F4N5OSTi. Source: the OMol25 dataset; level of theory: the ωB97M-V functional and the def2-TZVPD basis.

Geometry as XYZ:
```
76
Properties=species:S:1:pos:R:3:forces:R:3
Ti -0.118 0.133 0.882 0.1 -0.1 0.0
C 2.216 2.035 2.986 0.0 0.0 0.0
C 1.277 2.777 2.051 0.1 0.0 0.1
N -0.071 2.136 1.862 0.0 0.0 -0.1
C -0.884 3.064 1.009 -0.1 0.0 0.0
C -2.177 2.442 0.510 0.0 0.1 0.0
C -0.746 1.982 3.195 -0.1 0.0 0.1
C -0.801 0.512 3.553 0.0 0.0 0.0
N -1.241 -0.222 2.335 0.0 0.1 -0.1
C -2.486 -0.898 2.406 0.0 -0.1 0.0
C -2.629 -2.199 1.931 0.1 -0.1 -0.1
F -1.562 -2.830 1.387 0.0 0.1 0.0
C -3.830 -2.877 1.999 -0.1 0.0 0.0
F -3.880 -4.111 1.511 0.0 0.0 0.0
C -4.950 -2.282 2.546 0.0 0.0 0.0
C -4.835 -0.989 3.015 0.0 0.0 0.0
F -5.877 -0.363 3.528 0.0 0.0 0.0
C -3.629 -0.309 2.944 0.0 0.1 0.1
F -3.576 0.955 3.382 0.0 0.0 0.0
H 3.172 2.558 3.000 0.0 0.0 0.0
H 2.406 1.010 2.667 0.0 0.0 0.0
H 1.857 2.014 4.014 0.0 0.0 0.0
H 1.726 2.893 1.065 0.0 0.0 0.0
H 1.097 3.783 2.440 0.0 0.0 0.0
H -0.256 3.379 0.177 0.0 0.0 0.0
H -1.102 3.961 1.595 0.0 0.0 0.0
H -2.027 1.525 -0.077 0.0 0.0 0.0
H -2.673 3.145 -0.159 0.0 0.0 0.0
H -2.875 2.217 1.315 0.0 0.0 0.0
H -1.756 2.372 3.122 0.0 0.0 0.0
H -0.225 2.562 3.956 0.0 0.0 0.0
H -1.477 0.337 4.387 0.0 0.0 0.0
H 0.185 0.139 3.847 0.0 0.0 0.0
H -5.892 -2.811 2.603 0.0 0.0 0.0
N 3.231 0.112 0.217 0.0 0.0 0.0
C 2.805 -0.946 0.991 -0.1 0.0 0.0
C 3.788 -1.860 1.383 0.1 0.0 0.0
C 3.464 -2.919 2.192 0.0 0.0 0.0
C 2.143 -3.057 2.630 0.1 0.0 0.1
C 1.230 -2.128 2.235 0.0 0.0 -0.1
N 1.519 -1.071 1.399 -0.1 0.0 0.0
C 2.560 0.937 -0.665 -0.1 0.0 0.1
C 3.321 1.675 -1.576 0.1 0.0 0.0
C 2.679 2.453 -2.506 0.0 0.0 0.0
C 1.279 2.466 -2.537 0.0 0.0 0.0
C 0.608 1.737 -1.599 0.0 0.0 0.0
N 1.226 1.002 -0.632 -0.1 -0.1 0.0
H 4.234 0.136 0.104 0.0 0.0 0.0
H 4.802 -1.725 1.032 0.0 0.0 0.0
H 4.223 -3.631 2.488 0.0 0.0 0.0
H 1.842 -3.864 3.282 0.0 0.0 0.0
H 0.210 -2.191 2.570 0.0 0.0 0.0
H 4.401 1.616 -1.550 0.0 0.0 0.0
H 3.251 3.033 -3.218 0.0 0.0 0.0
H 0.736 3.039 -3.275 0.0 0.0 0.0
H -0.474 1.718 -1.593 0.0 0.0 0.0
C 1.256 -0.307 -6.743 0.0 0.0 0.0
C 0.742 -0.676 -5.387 0.0 0.0 0.0
C 1.487 -1.487 -4.529 0.0 0.0 0.0
C 0.983 -1.872 -3.298 0.0 0.0 0.0
C -0.286 -1.438 -2.920 -0.1 0.0 0.1
C -1.048 -0.611 -3.752 0.0 0.0 0.0
C -0.525 -0.237 -4.969 0.0 0.0 0.0
S -0.859 -2.022 -1.382 0.1 0.1 -0.1
C -2.541 -2.493 -1.704 -0.1 0.0 0.0
O -1.071 -0.704 -0.477 0.1 0.1 0.1
H 2.320 -0.510 -6.845 0.0 0.0 0.0
H 1.069 0.743 -6.966 0.0 0.0 0.0
H 0.732 -0.891 -7.503 0.0 0.0 0.0
H 2.461 -1.840 -4.842 0.0 0.0 0.0
H 1.553 -2.532 -2.655 0.0 0.0 0.0
H -2.031 -0.264 -3.463 0.0 0.0 0.0
H -1.111 0.392 -5.628 0.0 0.0 0.0
H -3.061 -1.719 -2.262 0.0 0.0 0.0
H -3.020 -2.688 -0.748 0.0 0.0 0.0
H -2.490 -3.417 -2.284 0.0 0.0 0.0
```
Forces are in eV/Å.

The HOMO energy (alpha / beta) is -16.93 / -16.93 eV. The calculation puts the largest force on an atom at 0.20 eV/Å. Its net charge is +3. The value obtained for the relative energy (zero: lowest compared OMol25 entry of this formula, charge and spin) is 0.000 eV. Its molar mass is 636.6 Da.

Here are the Löwdin charges for atoms 1 to 2, given in e: 1.168, -0.044

=====

No. 3
6 unconnected molecules or ions with the total composition C30H34N6O10. Source: the OMol25 dataset; level of theory: the ωB97M-V functional and the def2-TZVPD basis.

Geometry as XYZ:
```
80
Properties=species:S:1:pos:R:3:forces:R:3
O 3.499 1.398 -0.257 4.5 -2.1 -0.1
N 4.733 0.855 -0.171 -5.2 2.2 1.7
O 5.428 0.554 -1.072 0.7 -0.1 -1.5
C 5.182 0.629 1.170 1.4 -0.4 5.9
C 6.687 0.859 1.541 -3.7 -3.5 5.4
C 7.219 0.438 2.881 -5.8 0.1 -1.1
C 6.170 -0.032 3.973 -0.1 2.2 -6.7
C 4.789 -0.028 3.712 1.0 0.9 -4.4
C 4.207 0.254 2.276 5.9 0.3 -0.1
H 7.356 1.425 1.040 1.7 1.4 -2.5
H 8.256 0.591 3.169 -0.3 0.0 -0.2
H 6.525 -0.283 4.882 1.1 -0.7 2.9
H 4.096 -0.217 4.489 -0.7 -0.3 0.5
H 3.212 0.018 1.978 -0.7 0.1 0.2
O 1.564 1.749 4.887 -1.5 1.2 -0.7
N 0.813 1.187 4.072 0.7 1.7 3.0
O 1.153 0.117 3.680 -0.9 -2.0 -2.1
C -0.520 1.782 3.750 -5.2 0.3 -1.7
C -0.995 3.233 4.217 -1.3 -1.3 -2.6
C -2.346 3.762 3.688 3.5 -8.5 -1.6
C -3.240 2.839 2.774 7.0 1.4 4.9
C -2.858 1.579 2.488 2.6 -3.1 0.5
C -1.560 0.875 2.953 0.3 5.2 1.6
H -0.231 3.903 4.803 -1.8 -1.5 -1.3
H -2.580 4.721 3.787 -1.0 3.9 0.8
H -4.074 3.153 2.354 -3.8 2.0 -1.6
H -3.580 1.040 1.824 1.1 0.0 0.8
H -1.412 -0.190 2.717 0.3 0.8 0.2
O 2.140 1.653 -7.837 -2.4 2.7 1.7
N 1.250 2.300 -7.178 -0.3 -3.1 -0.9
O 0.270 2.881 -7.649 2.0 -0.3 0.3
C 1.189 2.015 -5.703 -0.3 -1.3 2.8
C 2.324 1.317 -5.068 0.2 2.7 3.8
C 2.410 1.412 -3.514 -10.9 3.0 -7.5
C 1.104 1.817 -2.836 3.7 -1.3 0.2
C -0.080 1.981 -3.480 -1.7 2.0 -3.2
C -0.086 2.238 -4.954 12.7 -3.7 6.9
H 3.311 1.059 -5.553 -1.7 0.3 0.1
H 3.129 1.067 -3.015 6.0 -2.5 3.9
H 1.054 1.954 -1.731 0.5 -0.4 -0.9
H -1.035 2.177 -2.859 1.6 -0.4 -1.3
H -0.829 2.374 -5.438 -9.5 2.3 -5.9
O -6.724 0.576 3.806 -0.2 -4.0 -0.7
N -7.004 -0.617 3.388 -1.5 4.4 -2.0
O -7.952 -1.279 3.777 1.8 0.1 0.1
C -6.447 -0.909 1.976 0.8 -2.5 -3.4
C -5.888 0.134 1.028 0.6 -5.8 -0.2
C -5.161 -0.410 -0.208 -0.6 0.6 2.5
C -4.943 -1.761 -0.503 -1.0 -3.2 1.2
C -5.620 -2.853 0.270 -3.3 17.3 6.2
C -6.579 -2.388 1.479 4.0 1.0 -1.6
H -5.899 1.165 1.292 0.0 0.5 0.0
H -4.576 0.262 -0.830 -0.5 0.5 0.2
H -4.232 -2.191 -1.354 -1.6 1.6 1.8
H -5.537 -3.683 -0.025 0.8 -12.1 -3.7
H -7.080 -3.230 2.073 0.7 1.8 -0.8
C 1.376 -4.115 -0.549 -1.4 0.5 -0.1
N 1.346 -4.050 -2.032 4.1 3.8 5.4
C 2.283 -2.969 -2.434 -4.8 3.9 6.5
C 0.557 -4.737 -2.748 -2.7 -2.0 -5.1
O 0.466 -4.561 -3.994 -0.2 -0.8 2.6
H 2.289 -4.432 -0.130 1.7 -0.3 -0.1
H 0.702 -4.867 -0.148 -0.6 0.2 -0.2
H 1.191 -3.102 -0.099 -0.2 -0.9 -0.5
H 2.590 -3.093 -3.289 3.2 -1.8 -9.1
H 3.142 -2.873 -1.787 -0.1 -0.3 0.6
H 1.823 -1.789 -2.578 0.6 -3.3 1.0
H -0.033 -5.537 -2.166 0.6 1.0 -0.8
C 0.552 0.045 0.222 -3.4 -1.2 4.5
N -0.766 0.168 -0.321 0.0 -0.2 -0.1
C -1.274 -0.979 -1.148 4.3 2.4 0.7
C -1.413 1.362 -0.236 1.9 1.0 0.1
O -2.485 1.544 -0.741 -1.5 0.5 -0.4
H 0.725 -1.026 0.467 0.0 0.9 0.8
H 0.700 0.846 0.991 -0.2 -1.3 0.1
H 1.211 0.275 -0.428 4.8 1.4 -4.9
H -0.509 -1.559 -1.668 0.4 0.4 0.3
H -1.861 -0.570 -1.836 -2.7 1.6 -3.0
H -1.801 -1.586 -0.577 -2.5 -2.9 2.8
H -0.809 2.329 0.257 -1.1 -2.7 -0.8
```
Forces are in eV/Å.

The HOMO energy is -9.32 eV. The SMILES is O=[N+]([O-])c1ccccc1.O=[N+]([O-])c1ccccc1.O=[N+]([O-])c1ccccc1.O=[N+]([O-])c1ccccc1.CN(C)C=O.CN(C)C=O. The calculation puts the largest force on an atom at 18.65 eV/Å. The value obtained for the relative energy (zero: lowest compared OMol25 entry of this formula, charge and spin) is 4.434 eV. Its molar mass is 638.6 Da.

Here are the Löwdin charges for atoms 1 to 2, given in e: -0.027, -0.335

=====

Which of these has the highest largest force on an atom? C30H34N6O10

=====

The highest largest force on an atom belongs to which entry? C30H34N6O10

=====

The lowest largest force on an atom belongs to which entry? C30H34F4N5OSTi